{"formula": "C4H8N4", "method": "ωB97M-V with the def2-TZVPD basis set", "elements": ["N", "H", "H", "H", "C", "N", "C", "H", "H", "H", "H", "C", "C", "H", "N", "N"], "coordinates": [[-2.620, -1.027, 0.521], [3.474, 0.750, 1.574], [0.360, 1.623, -0.797], [2.121, -1.101, -1.736], [0.309, -0.524, -0.638], [-2.728, 0.368, 0.197], [-0.243, 0.748, -0.595], [-1.990, 2.002, -0.751], [-3.290, -1.063, 1.451], [-0.202, -1.546, -0.668], [1.613, 0.340, 1.539], [1.737, -0.631, -0.737], [-1.639, 1.001, -0.346], [-1.672, -1.428, 0.701], [2.715, -0.260, -0.066], [2.432, 0.470, 1.145]], "atomic_forces_ev_per_a": [[-1.932, 1.573, 3.085], [-4.740, -1.259, -0.891], [0.236, -0.101, 0.269], [-0.848, 0.392, 1.668], [-1.324, 1.076, 0.774], [4.427, -0.274, -1.719], [-0.359, -3.565, 0.267], [0.483, -1.087, 0.909], [2.445, -0.452, -3.084], [0.202, 1.905, 0.114], [-4.450, -0.664, 3.002], [1.111, -2.090, -4.398], [-4.671, 0.603, 0.279], [-0.845, 0.820, 0.061], [0.450, 2.175, 3.208], [9.814, 0.949, -3.545]], "lumo_energy_ha": -0.008, "smiles": "N\\N=C/C=C/C=N\\N", "charge": 0, "gap_ha": 0.304}



{"formula": "C21H37N7NdO3S", "method": "ωB97M-V with the def2-TZVPD basis set", "elements": ["C", "H", "H", "H", "H", "H", "H", "H", "H", "H", "N", "C", "C", "O", "H", "H", "H", "N", "N", "H", "C", "C", "H", "C", "C", "H", "N", "C", "H", "H", "C", "C", "H", "H", "N", "C", "C", "H", "C", "Nd", "H", "C", "H", "H", "H", "H", "H", "C", "H", "H", "C", "H", "H", "H", "O", "H", "C", "C", "O", "H", "C", "H", "N", "C", "H", "H", "N", "H", "S", "C"], "coordinates": [[0.099, -1.480, -2.097], [3.336, -0.546, 0.301], [4.467, 0.401, 1.295], [-0.889, 4.423, 1.445], [-1.203, 2.824, -2.944], [-2.162, 1.766, 2.537], [2.309, -1.888, 3.820], [1.942, -3.753, 2.402], [2.610, 2.843, -1.817], [-2.797, 3.308, 0.449], [-0.432, -0.343, -1.860], [-0.891, 0.687, -2.823], [-1.134, 2.001, 2.848], [-4.957, -1.420, -0.873], [5.256, -0.509, -1.180], [0.812, -2.601, 4.401], [0.454, 1.105, 4.031], [-1.854, 2.164, -1.009], [-2.533, -2.306, 1.480], [1.162, -0.912, 4.755], [3.960, 0.351, 0.333], [0.562, -1.304, 2.730], [2.343, -4.902, 0.251], [0.811, -2.160, 1.481], [4.075, 1.156, -1.984], [-2.018, -3.177, 1.403], [0.343, -1.679, 0.321], [1.252, -1.685, 3.997], [-1.192, 2.826, 3.562], [-0.239, 0.734, -3.696], [-3.866, -1.287, -0.175], [3.415, 2.337, -1.286], [-1.960, 4.292, -0.728], [4.694, 1.487, -2.816], [-0.329, 2.361, 1.656], [0.582, -2.252, -0.861], [-0.923, 2.101, -2.175], [0.215, 3.778, 0.244], [1.779, -3.979, 0.271], [-0.895, 0.361, 0.359], [0.636, 2.467, 1.952], [-0.682, 3.549, 0.822], [0.081, 2.356, -1.832], [-0.224, -3.033, -3.509], [-6.337, -0.650, -2.128], [-4.329, -3.074, 0.674], [3.311, 0.485, -2.385], [1.312, -3.434, -0.921], [4.148, 3.089, -0.983], [-0.040, -1.435, -4.241], [0.313, -2.083, -3.444], [1.370, -2.300, -3.612], [5.751, 1.079, -0.629], [-2.799, 2.011, -1.346], [-3.122, -0.288, -0.213], [-2.878, -2.233, 2.434], [-5.393, -0.320, -1.711], [1.546, -3.337, 1.486], [1.417, 0.996, -0.136], [-5.536, 0.568, -1.100], [4.883, 0.471, -0.886], [1.512, -3.922, -1.864], [-3.625, -2.350, 0.607], [-1.874, 3.379, -0.133], [-1.138, 0.430, 4.348], [-4.667, -0.153, -2.503], [-0.202, -0.290, 2.575], [-1.891, 0.422, -3.177], [2.732, 1.692, 0.244], [-0.477, 0.785, 3.556]], "atomic_forces_ev_per_a": [[0.056, 0.052, 0.095], [0.028, -0.006, 0.000], [0.044, 0.011, -0.018], [-0.010, 0.009, -0.024], [0.021, -0.028, -0.023], [0.021, 0.000, 0.030], [0.001, 0.010, 0.017], [-0.008, -0.008, 0.000], [0.015, -0.036, -0.049], [-0.016, -0.030, -0.034], [0.096, 0.012, -0.302], [0.095, -0.104, 0.092], [0.367, -0.038, 0.014], [-0.032, -0.024, -0.015], [-0.026, -0.006, -0.016], [0.000, -0.013, -0.012], [-0.008, 0.020, -0.001], [0.203, 0.376, -0.245], [-0.067, 0.087, 0.038], [-0.005, -0.001, 0.008], [-0.044, -0.080, -0.033], [0.024, -0.069, -0.168], [0.006, -0.001, 0.014], [0.018, 0.070, 0.035], [-0.059, -0.006, -0.016], [-0.009, 0.006, -0.038], [0.198, -0.108, 0.096], [-0.008, -0.026, -0.024], [-0.164, -0.030, 0.011], [-0.001, -0.003, 0.001], [-0.097, 0.095, 0.042], [0.039, 0.119, -0.086], [0.075, 0.039, 0.058], [0.032, 0.014, 0.026], [-0.219, 0.276, 0.161], [0.048, 0.132, -0.128], [-0.091, -0.090, 0.063], [0.019, -0.009, 0.030], [-0.018, 0.032, -0.027], [-0.621, -0.063, 0.337], [0.009, 0.014, -0.058], [-0.026, -0.071, 0.081], [-0.011, -0.004, 0.031], [0.009, -0.005, -0.015], [-0.001, 0.023, -0.014], [0.012, 0.001, 0.015], [-0.003, -0.012, 0.005], [-0.080, -0.028, 0.037], [0.008, -0.012, -0.011], [-0.013, 0.007, 0.004], [0.032, -0.039, 0.038], [0.005, 0.005, 0.004], [0.001, 0.005, -0.014], [-0.008, -0.041, 0.052], [-0.247, -0.050, -0.127], [0.024, -0.028, 0.003], [0.016, -0.091, 0.062], [0.026, -0.043, -0.004], [0.039, -0.045, -0.145], [0.005, 0.023, -0.030], [0.041, 0.018, 0.066], [0.017, -0.021, 0.012], [0.045, -0.007, -0.008], [-0.020, -0.133, -0.191], [-0.008, -0.006, -0.009], [-0.002, 0.031, -0.001], [0.222, 0.115, 0.174], [0.001, -0.033, 0.023], [-0.122, -0.010, 0.219], [0.121, -0.144, -0.104]], "s_squared": 3.752, "lumo_energy_ha": [-0.329, -0.329], "charge": 3, "gap_ha": [0.324, 0.325], "spin_multiplicity": 4}



{"formula": "C4H11Cl2MgN2O2", "method": "ωB97M-V with the def2-TZVPD basis set", "elements": ["H", "H", "C", "H", "H", "C", "C", "Mg", "O", "Cl", "H", "H", "N", "H", "H", "N", "O", "C", "H", "H", "Cl", "H"], "coordinates": [[4.092, 41.308, -6.268], [-1.108, 37.397, -2.185], [2.482, 43.269, -5.583], [2.665, 43.219, -6.657], [1.534, 43.797, -5.480], [3.681, 41.111, -5.278], [2.358, 41.830, -5.061], [1.198, 39.784, -3.257], [1.711, 41.631, -3.793], [0.849, 38.085, -4.808], [3.145, 43.997, -5.114], [-2.044, 40.985, -1.433], [-2.257, 40.057, -1.096], [3.642, 40.030, -5.144], [-2.394, 37.803, -0.974], [-1.743, 38.025, -1.713], [-0.516, 39.776, -2.373], [-1.476, 39.339, -1.710], [1.684, 41.255, -5.696], [4.460, 41.338, -4.550], [2.642, 38.878, -1.728], [-3.001, 39.923, -0.426]], "atomic_forces_ev_per_a": [[-0.357, 0.140, 0.020], [-0.098, -0.127, 0.380], [-1.482, 0.419, 0.292], [0.253, -0.002, 0.085], [-0.384, -0.241, -0.085], [1.119, -1.361, 0.937], [0.284, 0.804, 0.745], [0.092, -1.848, 0.461], [1.263, 0.880, -1.898], [-0.008, 0.556, -0.183], [0.669, -0.765, 0.198], [-0.643, 0.688, 0.957], [-4.099, 6.923, 3.250], [-0.580, -0.172, -0.292], [0.264, -1.161, -0.501], [-0.233, -0.158, 0.516], [-0.371, 1.141, -0.027], [4.707, -6.367, -4.072], [-0.607, -0.108, -0.443], [-0.171, 0.780, 0.124], [0.081, 0.436, 0.006], [0.301, -0.459, -0.470]], "s_squared": 0.754, "lumo_energy_ha": [0.005, -0.126], "charge": 0, "gap_ha": [0.324, 0.194], "spin_multiplicity": 2}



{"formula": "C5H11NO2", "method": "ωB97M-V with the def2-TZVPD basis set", "elements": ["C", "H", "O", "H", "H", "C", "C", "H", "H", "C", "H", "H", "N", "H", "H", "H", "O", "C", "H"], "coordinates": [[1.413, 0.936, 0.478], [2.080, 0.073, 0.401], [0.505, -2.475, 1.050], [1.268, 1.104, 1.537], [-2.016, 1.080, -0.339], [-1.138, 1.490, 0.162], [0.302, -1.501, -1.506], [-0.766, -1.038, 1.737], [-0.392, -1.290, -2.327], [-0.171, -1.512, 0.949], [-1.202, 1.488, 1.248], [0.228, -2.570, -1.332], [-0.202, -0.795, -0.328], [0.273, 0.890, -1.319], [1.336, -1.243, -1.742], [-0.469, 2.967, -1.010], [-0.942, 2.828, -0.184], [0.085, 0.633, -0.287], [1.842, 1.767, -0.064]], "atomic_forces_ev_per_a": [[-0.408, -1.020, -0.282], [0.113, 0.173, -0.189], [0.024, -0.196, -0.120], [-0.161, 0.403, 0.113], [-0.219, -0.020, 0.267], [0.559, 0.008, -0.280], [-1.132, -0.771, 0.193], [0.044, 0.031, -0.011], [0.317, 0.369, -0.088], [-0.525, 0.293, 0.247], [-0.389, -0.238, 0.017], [0.162, -0.064, 0.130], [1.800, 0.138, -0.069], [-0.044, 0.047, -0.423], [-0.114, 0.323, 0.036], [-0.186, -0.163, -0.201], [0.235, 0.249, 0.355], [-0.318, 0.119, -0.065], [0.242, 0.318, 0.370]], "s_squared": 0.760, "lumo_energy_ha": [-0.150, -0.311], "charge": 1, "gap_ha": [0.400, 0.238], "spin_multiplicity": 2}



Number 1: E -10232.8196 eV, F_max 10.48 eV/A. Number 2: E -65042.9496 eV, F_max 0.71 eV/A. Number 3: E -41894.2634 eV, F_max 8.90 eV/A. Number 4: E -10938.7956 eV, F_max 1.81 eV/A.